The following is a quantum chemistry calculation of 8 unconnected molecules or ions with the total composition C18H28Cl12F6N2O6, from the OMol25 dataset.

## Properties
Calculated total energy   -200957.0740 eV

The geometry in ORCA input format:
```
! wB97M-V def2-TZVPD RIJCOSX def2/J DEFGRID3
* xyz 0 1
C 3.2433 6.0358 6.8608
C 4.3275 5.8616 5.7948
O 4.8545 4.5082 5.6859
C 5.7798 4.0858 6.6256
O 6.2451 4.7749 7.5420
C 6.2240 2.5943 6.4125
F 5.8513 1.8304 7.4414
F 5.7430 2.0709 5.2631
F 7.5654 2.6059 6.3475
H 3.7163 5.6473 7.7626
H 2.3606 5.4126 6.7177
H 2.9280 7.0727 6.9774
H 5.1611 6.5141 6.0545
H 3.9341 6.0397 4.7940
C -3.1622 -4.8501 -1.1971
C -2.8844 -4.9618 -2.6431
O -2.2036 -6.1273 -2.8263
C -2.0225 -6.6410 -4.1228
O -2.2975 -5.9938 -5.1772
C -1.5117 -8.1427 -4.1218
F -1.1428 -8.5070 -2.9249
F -2.4639 -8.9988 -4.6188
F -0.5384 -8.3329 -5.0033
H -3.9813 -5.5053 -0.9004
H -3.4134 -3.8064 -1.0084
H -2.3295 -5.0376 -0.5192
H -2.2468 -4.1103 -2.8809
H -3.7521 -4.8140 -3.2860
Cl 5.8815 -0.3427 -0.9704
C 5.7795 0.2048 -2.6874
Cl 4.1260 0.8117 -3.2135
Cl 6.2025 -1.1161 -3.8385
H 6.5700 0.9326 -2.8710
Cl 4.0640 -6.7927 -1.9726
C 3.8654 -5.1946 -1.1111
Cl 3.7967 -5.4842 0.7119
Cl 2.4777 -4.3491 -1.7461
H 4.8107 -4.6677 -1.2407
Cl -5.1478 -4.0834 5.6575
C -4.6731 -2.4844 6.2018
Cl -4.2932 -1.4318 4.8164
Cl -3.1799 -2.6398 7.2272
H -5.4178 -1.9697 6.8091
Cl -9.3736 1.1120 -1.1257
C -7.8448 0.8199 -1.9560
Cl -7.8370 -0.8333 -2.5801
Cl -6.4526 1.3325 -0.8260
H -7.7702 1.5180 -2.7897
C -0.5056 0.6475 1.1663
N -0.3558 1.7964 2.0372
C 0.6361 1.6026 3.0690
C -0.7184 3.0706 1.6683
O -0.2798 4.1142 2.1593
H -1.4182 0.7524 0.5795
H -0.4785 -0.3281 1.6516
H 0.2669 0.6281 0.3975
H 0.6383 0.5709 3.4207
H 1.6319 1.9862 2.8470
H 0.3275 2.2491 3.8905
H -1.4794 2.9547 0.8811
C -0.3984 3.0963 -7.1216
N -1.6336 2.7610 -6.3177
C -1.7798 3.6106 -5.0976
C -2.5326 1.8530 -6.6247
O -3.5565 1.5661 -5.9788
H -0.2509 2.4467 -7.9844
H 0.5507 3.0851 -6.5856
H -0.5535 4.0912 -7.5389
H -0.8438 3.7651 -4.5609
H -2.0504 4.5738 -5.5301
H -2.6007 3.2569 -4.4738
H -2.1829 1.2820 -7.4987
*
```